Entry 1:
# C7H17ClN6

The ion C7H17ClN6 with charge +2 in a non-equilibrium geometry (wB97M-V/def2-TZVPD, the OMol25 dataset).

The value obtained for the total energy is -1064.95714 Ha. Its charge is +2. The value obtained for the energy above the lowest of the compared OMol25 structures with the same formula, charge and spin is 10.5 kcal/mol. The lowest unoccupied orbital energy comes out at -7.3 eV. The calculation puts the orbital gap at 8.12 eV. Its structure (SMILES) is C[NH2+]CCN(C)[C@@H]1N=N[C@@H](Cl)C(=[NH2+])N1.

XYZ file:
```
31
Properties=species:S:1:pos:R:3:mulliken_charge:R:1
C -2.12516 2.24336 -1.64232 0.386
C -3.10250 1.25486 -2.09891 -0.129
C -1.16215 0.32066 -0.54276 -0.116
C 1.26209 0.56927 -0.96273 -0.948
C 2.49021 -3.03103 1.93976 -0.917
C 0.55009 -1.08232 0.73967 -0.594
C 1.68859 -0.69268 1.72615 -0.757
N -2.47694 0.04301 -2.50129 -0.553
N -1.64947 -0.38644 -1.79493 0.131
N -1.25870 1.66454 -0.80958 -0.186
N -2.09846 3.52131 -2.00288 -0.348
N 0.17866 0.08001 -0.05318 0.042
N 1.87178 -1.85793 2.65081 -0.096
Cl -4.36125 0.84109 -0.74129 -0.087
H -3.62204 1.50825 -2.98418 0.620
H -1.94370 -0.03014 0.19974 0.365
H 1.46981 -0.05879 -1.80515 0.313
H 0.87242 1.50612 -1.35250 0.273
H 2.07802 0.76116 -0.28697 0.412
H 3.29398 -2.83385 1.26767 0.381
H 2.85891 -3.68882 2.79391 0.365
H 1.80876 -3.55139 1.31406 0.393
H 0.80848 -2.05164 0.12432 0.269
H -0.29239 -1.37115 1.29307 0.455
H 1.46074 0.22953 2.29738 0.309
H 2.61462 -0.50367 1.21784 0.388
H -0.34052 2.24101 -0.68857 0.326
H -2.91477 3.95887 -2.47893 0.298
H -1.57356 4.10552 -1.41674 0.236
H 1.08748 -2.13803 3.21368 0.362
H 2.52697 -1.57068 3.38486 0.407
```

=====

Entry 2:
# C7H17F3LiN2O9S

A structure of composition C7H17F3LiN2O9S in a non-equilibrium geometry (wB97M-V/def2-TZVPD, the OMol25 dataset).

The value obtained for the total energy is -1768.87938 Ha. Its charge is -1. The value obtained for the energy above the lowest of the compared OMol25 structures with the same formula, charge and spin is 54.9 kcal/mol. The lowest unoccupied orbital energy comes out at 1.8 eV. The calculation puts the orbital gap at 6.17 eV.

XYZ file:
```
40
Properties=species:S:1:pos:R:3:mulliken_charge:R:1
Li -1.19189 19.72021 13.53866 0.947
N -0.28772 18.34816 16.70980 0.842
O -1.12128 17.83838 17.49688 -0.653
O 0.88141 18.06657 16.70864 -0.688
O -0.63734 19.15380 15.86308 -0.522
C -5.61922 19.62046 13.31922 0.596
F -5.57110 18.35782 13.21040 -0.223
F -5.38272 20.28764 12.20577 -0.237
F -6.88716 19.89617 13.65183 -0.262
S -4.34306 20.17844 14.78043 0.989
O -4.43663 19.20885 15.86786 -0.636
O -2.97907 20.23981 14.17406 -0.596
O -4.81614 21.51042 15.19538 -0.722
C -0.81071 22.88847 14.41352 -1.375
C 0.09479 22.23747 13.36694 0.634
C 1.38843 23.12167 13.13559 -0.774
O 1.88078 22.68067 11.94725 -0.244
C 3.00147 23.42450 11.46860 -0.884
N 0.53232 20.94141 13.85305 -0.393
H -1.83725 22.52289 14.43919 0.263
H -0.96935 23.93721 14.16237 0.411
H -0.45736 22.74920 15.43521 0.344
H -0.46504 22.03817 12.45318 0.061
H 2.09188 22.94634 13.94955 0.338
H 1.03900 24.15056 13.04972 0.450
H 2.82994 24.45931 11.17220 0.318
H 3.47471 23.00751 10.57963 0.283
H 3.87696 23.40648 12.11767 0.340
H 1.40175 20.80772 13.35676 0.151
H 0.79237 21.13643 14.80931 0.210
C -0.28797 17.81171 11.69160 -0.259
C -1.45355 18.62766 11.14754 -0.668
O -1.27002 20.00196 11.46619 -0.414
O -0.40942 17.71056 13.06820 -0.492
H 0.75439 18.06156 11.49371 0.291
H -0.33274 16.79408 11.30361 0.395
H -2.38449 18.19050 11.50859 0.212
H -1.58179 18.56673 10.06683 0.466
H -0.85433 20.40703 10.70152 0.244
H 0.33594 17.23586 13.44328 0.259
```

=====

Entry 3:
# C7H17F6InN3O17PS6

A structure of composition C7H17F6InN3O17PS6 in a non-equilibrium geometry (wB97M-V/def2-TZVPD, the OMol25 dataset).

The value obtained for the total energy is -5239.81102 Ha. Its charge is 0. The lowest unoccupied orbital energy comes out at -7.5 eV. The calculation puts the orbital gap at 3.99 eV.

XYZ file:
```
58
Properties=species:S:1:pos:R:3:mulliken_charge:R:1
In -22.42227 19.42029 -3.21494 2.312
N -24.48034 19.57492 -5.02752 -0.022
S -24.70899 19.01483 -6.44463 0.928
O -24.75346 19.96454 -7.52941 -0.595
O -25.54881 17.85259 -6.53765 -0.516
F -23.24460 18.32474 -6.56004 -0.278
S -26.06100 20.13803 -4.83494 1.040
O -27.06970 19.13841 -4.60913 -0.543
O -26.42355 21.35176 -5.51770 -0.556
F -25.85767 20.60893 -3.31802 -0.266
N -21.56787 16.83212 -3.28672 -0.056
S -20.69495 16.06512 -1.99159 0.924
O -19.46352 15.46074 -2.40167 -0.504
O -21.57988 15.51031 -1.02051 -0.490
F -20.19964 17.46534 -1.35942 -0.210
S -21.66241 15.54647 -4.16390 0.836
O -22.37625 14.47184 -3.52617 -0.538
O -20.60560 15.29461 -5.10409 -0.543
F -22.79714 16.22132 -5.12334 -0.224
N -19.92996 20.38674 -2.53536 -0.012
S -18.34864 19.95798 -2.98568 0.963
O -17.47812 19.39854 -1.98734 -0.510
O -17.76220 20.80367 -3.97597 -0.528
F -18.79728 18.68836 -3.87032 -0.243
S -19.53570 21.34846 -1.37238 0.953
O -18.79499 22.55169 -1.64860 -0.524
O -19.46131 20.85438 -0.04773 -0.556
F -21.08889 21.90983 -1.32545 -0.324
C -28.40202 17.61082 -0.96986 -0.760
O -27.24780 18.15992 -1.60059 -0.331
P -25.90922 17.31668 -1.71315 0.600
O -24.75491 18.14992 -2.11634 -0.173
O -25.75342 16.61734 -0.26481 -0.360
C -24.74814 15.65643 0.02502 -0.473
O -26.26487 16.10109 -2.67391 -0.348
C -25.83735 16.17013 -4.04475 -0.157
H -28.31533 16.58108 -0.62331 0.328
H -29.20906 17.64494 -1.70112 0.300
H -28.72943 18.17706 -0.09847 0.263
H -25.22077 14.70509 0.27020 0.301
H -24.20689 15.98995 0.90992 0.259
H -24.02012 15.46522 -0.76375 0.123
H -26.72146 16.22285 -4.67165 0.292
H -25.27541 15.27165 -4.30691 0.318
H -25.08941 16.94545 -4.17924 -0.219
C -21.19403 23.68816 -5.67865 -0.605
C -22.66336 24.07506 -5.75769 -0.601
C -23.38411 22.81357 -5.14895 -0.434
O -22.41610 22.07229 -4.40611 -0.150
C -21.14651 22.78560 -4.45071 -0.240
H -20.47668 24.48991 -5.51214 0.371
H -20.89975 23.11401 -6.55818 0.325
H -22.93040 24.23233 -6.79804 0.345
H -22.78728 24.90494 -5.06293 0.286
H -23.74246 22.23683 -6.00654 0.211
H -24.20571 23.09297 -4.49116 0.329
H -20.28140 22.13177 -4.35566 -0.008
H -21.19989 23.34023 -3.50700 0.287
```

=====

Entry 4:
# C7H17LuO3

A structure of composition C7H17LuO3 in a non-equilibrium geometry (wB97M-V/def2-TZVPD, the OMol25 dataset).

The spin multiplicity is 2. The expectation value of S² is 0.75. The value obtained for the total energy is -1736.89780 Ha. Its charge is +3. The value obtained for the energy above the lowest of the compared OMol25 structures with the same formula, charge and spin is 2.7 kcal/mol. The lowest unoccupied orbital energy (spin up / spin down) comes out at -14.1 / -14.2 eV. The calculation puts the orbital gap (spin up / spin down) at 6.09 / 6.15 eV.

XYZ file:
```
28
Properties=species:S:1:pos:R:3:mulliken_spin:R:1
C 0.31330 0.55613 -2.86876 0.019
O 0.10866 0.26029 -1.47324 0.044
C 1.07823 0.74970 -0.61599 0.758
C 0.93742 0.24695 0.77150 0.062
O -0.46763 0.18509 1.07388 0.027
C -0.84050 -0.56497 2.23331 0.012
C -2.34734 -0.65330 2.22239 0.002
O -2.75130 -1.06184 0.90550 0.008
C -4.10172 -1.52855 0.82256 0.001
Lu -1.67648 -0.22985 -0.59814 0.019
H -0.44708 0.00991 -3.43358 0.000
H 0.20601 1.63568 -3.02635 0.000
H 1.31144 0.21268 -3.15849 -0.007
H 1.43333 1.75577 -0.84332 -0.025
H 3.68943 1.06517 -1.20436 -0.011
H 1.44554 0.91573 1.47688 0.012
H 1.35434 -0.76931 0.88319 0.049
H -0.49491 -0.05629 3.14162 0.001
H -0.38479 -1.56393 2.17275 -0.006
H -2.81419 0.31560 2.44759 0.000
H -2.68037 -1.39883 2.95529 0.001
H -4.30481 -1.76417 -0.22641 0.000
H -4.20720 -2.43191 1.43459 0.000
H -4.78620 -0.74573 1.17237 0.000
C 4.83472 1.18348 -1.49826 0.035
H 5.10294 2.24681 -1.51266 0.000
H 5.02534 0.75925 -2.49092 0.000
H 5.46383 0.67044 -0.76292 0.000
```

=====

Entry 5:
# C7H17N

A cluster of 2 separate species, C7H17N in total (wB97M-V/def2-TZVPD, the OMol25 dataset).

The value obtained for the total energy is -331.62919 Ha. Its charge is 0. The value obtained for the energy above the lowest of the compared OMol25 structures with the same formula, charge and spin is 26.2 kcal/mol. The lowest unoccupied orbital energy comes out at 1.1 eV. The calculation puts the orbital gap at 10.88 eV. Its structure (SMILES) is C=NCC.CCCC.

XYZ file:
```
25
Properties=species:S:1:pos:R:3:mulliken_charge:R:1
C -2.52952 -0.62372 1.66242 -0.883
C -1.87156 -0.00343 2.89629 -0.347
C -0.69715 2.00514 2.92397 -0.417
N -1.80055 1.43815 2.70361 -0.369
H -2.68309 -1.69224 1.79486 0.337
H -3.48710 -0.13640 1.48889 0.300
H -1.89223 -0.46940 0.79177 0.077
H -0.88655 -0.45939 3.06500 0.311
H -2.50141 -0.19777 3.76409 0.386
H 0.15810 1.48381 3.37068 0.314
H -0.60126 3.05897 2.69087 0.288
C 0.79307 0.66672 -0.33103 -0.950
C 1.88358 -1.28540 -3.53158 -1.263
C 1.75582 -0.12757 -2.54391 -0.357
C 0.95019 -0.50699 -1.31096 -0.428
H 1.77098 1.13441 -0.19877 0.423
H 0.34368 0.34187 0.60408 0.043
H 0.13132 1.41142 -0.77660 0.331
H 2.49352 -1.02199 -4.39998 0.359
H 0.89849 -1.59263 -3.88473 0.323
H 2.36508 -2.13840 -3.05682 0.313
H 1.27097 0.72538 -3.02944 0.290
H 2.75836 0.20957 -2.26666 0.308
H -0.04056 -0.85670 -1.61297 0.291
H 1.41783 -1.36342 -0.81310 0.317
```

=====

Entry 6:
# C7H17N2

A cluster of 2 separate species, C7H17N2 in total in a non-equilibrium geometry (wB97M-V/def2-TZVPD, the OMol25 dataset).

The value obtained for the total energy is -386.06234 Ha. Its charge is +1. The value obtained for the energy above the lowest of the compared OMol25 structures with the same formula, charge and spin is 75.1 kcal/mol. The lowest unoccupied orbital energy (spin up / spin down) comes out at -3.3 / -3.3 eV. The calculation puts the orbital gap (spin up / spin down) at 10.22 / 10.22 eV.

XYZ file:
```
26
Properties=species:S:1:pos:R:3:mulliken_charge:R:1
C 1.95510 -0.34239 0.27448 1.005
C 0.94316 0.71217 0.10229 0.695
C 3.29647 -0.02375 -0.43956 -1.359
C 1.64686 -1.81178 0.40728 -1.241
C 0.32020 1.80357 -0.71079 -1.212
C -3.86815 -0.36099 0.00323 -1.087
C -2.48362 0.35781 -0.23535 -0.554
N 1.47834 0.70186 1.23658 -0.263
N -1.26090 -0.30049 0.30367 -0.560
H 3.85283 0.84346 -0.02798 0.372
H 3.03138 0.20426 -1.51589 0.341
H 4.01297 -0.90685 -0.58998 0.334
H 2.40996 -2.46436 1.02028 0.312
H 1.82947 -2.15944 -0.61988 0.378
H 0.63278 -1.94215 0.89970 0.324
H -0.23592 1.48373 -1.57038 0.258
H 1.08992 2.53522 -0.88937 0.392
H -0.28595 2.35363 0.02244 0.336
H -3.87817 -1.50640 -0.30316 0.294
H -4.18152 -0.17914 1.05555 0.342
H -4.57111 0.11711 -0.75061 0.330
H -2.59276 1.30534 0.31109 0.301
H -2.29068 0.32865 -1.37851 0.333
H 1.73059 1.01824 2.21109 0.312
H -1.14919 -1.22016 -0.20595 0.318
H -1.43206 -0.54716 1.38975 0.300
```

=====

> The lowest charge belongs to which entry?

C7H17F3LiN2O9S

=====

> Among the records above, which one has the highest charge?

C7H17LuO3

=====

> What is the formula in the second record?

C7H17F3LiN2O9S

=====

> Look up the charge of the sixth one.

+1